## one
# C4H10NO3

A 2-piece molecular cluster, C4H10NO3 overall (ωB97M-V/def2-TZVPD, OMol25).

Each line ends with the Löwdin charge.
Geometry (Å):
H -0.4302 0.1432 1.1336  0.074
H -1.5812 2.1440 0.6900  0.018
O -1.9203 0.3185 -0.2888  -0.101
C -0.1543 -2.2499 -0.4292  -0.073
H -0.8810 -2.4943 -1.2136  0.069
N 0.4624 -0.3084 0.9168  -0.093
C -1.0137 -0.0100 -1.1095  -0.707
C 0.2074 -0.7364 -0.4732  -0.335
H 1.1997 1.6810 1.1466  0.055
H 0.6992 -2.9091 -0.5765  0.052
H 1.0762 -0.6330 -1.1253  0.117
C 1.5704 0.6665 1.0325  -0.128
H -0.6525 -2.4735 0.5158  0.064
O -0.9586 0.2393 -2.3290  -0.059
H -0.9732 2.8658 -0.5014  0.029
H 2.2692 0.4630 0.2224  0.064
H 2.1218 0.3642 1.9304  0.052
O -1.0414 2.9292 0.4582  -0.097

Properties
* 2S+1: 1
* charge: -1
* HOMO level: -4.09 eV
* gap between HOMO and LUMO: 8.15 eV

=====

## two
# C4H10NO3

A 2-piece molecular cluster, C4H10NO3 overall (ωB97M-V/def2-TZVPD, OMol25).

Each line ends with the Löwdin charge.
Geometry (Å):
C -0.4209 1.9051 -1.6873  -0.262
O -0.7351 2.8085 -2.4496  -0.009
C -0.4958 0.7335 0.5631  -0.255
H -0.2915 -3.1360 1.2218  -0.013
O 0.5150 -3.3593 1.6999  -0.139
O 1.7880 -1.0276 1.0457  -0.317
H 1.0659 -2.5322 1.5585  -0.015
H -2.1773 1.5274 -0.5897  0.121
N -0.2631 -0.5388 -0.1430  -0.066
H -0.9577 0.7225 1.5336  0.104
C 1.2009 -0.9056 -0.1413  -0.533
H 0.5004 1.1973 0.6460  0.106
H 1.6969 -0.0365 -0.6811  0.086
H 0.4542 1.3277 -1.9791  0.107
C -1.1017 1.7474 -0.3879  -0.199
H 1.2470 -1.8994 -0.6917  0.097
H -0.7976 -1.2522 0.3404  0.065
H -1.2276 2.7182 0.1415  0.121

Properties
* 2S+1: 1
* charge: -1
* HOMO level: -3.54 eV
* gap between HOMO and LUMO: 7.24 eV

=====

## three
# C4H10NO3

A 2-piece molecular cluster, C4H10NO3 overall (ωB97M-V/def2-TZVPD, OMol25).

Each line ends with the Löwdin charge.
Geometry (Å):
O 0.4705 2.2870 -0.9914  -0.020
H -0.3937 0.9544 1.9252  0.064
H 0.7096 1.7324 -1.7625  0.070
H -0.4008 2.6850 1.5082  0.069
H 1.0376 -1.2498 0.3166  0.091
O 1.7393 0.9613 0.3648  -0.053
H 0.4451 -2.3200 -0.9785  0.090
H 1.7175 0.0199 -1.4499  0.048
C -0.4768 1.6680 1.1093  -0.033
H -1.2922 -1.0904 1.2229  0.039
C 0.1534 -1.4595 -0.3358  -0.412
N -0.1688 -0.3106 -1.1270  -0.165
H -0.7715 -2.7808 1.1017  0.053
O 0.9454 -0.1243 -2.0417  -0.216
C 0.6322 1.4513 0.1011  -0.625
H -1.8887 -2.0951 -0.0970  0.054
H -1.4322 1.5555 0.6027  0.072
C -1.0258 -1.8840 0.5314  -0.126

Properties
* 2S+1: 1
* charge: -1
* HOMO level: -2.31 eV
* gap between HOMO and LUMO: 6.48 eV

=====

Stability, highest: one

=====

## one
# C6H29NO8

A 8-piece molecular cluster, C6H29NO8 overall (ωB97M-V/def2-TZVPD, OMol25).

Each line ends with the Löwdin charge.
Geometry (Å):
C -1.0062 -0.6464 1.1790  -0.180
H -2.6117 -0.6471 2.5962  0.111
H 1.1124 2.1778 -3.0439  0.044
H 3.1763 1.3428 -2.9700  0.020
H 0.2483 -2.5345 3.3120  0.043
H -1.7429 2.5212 -1.3328  0.022
H 0.0958 1.5431 0.0533  0.034
O -1.9442 1.7292 -1.8545  -0.062
H 0.3271 0.8605 -3.8846  0.057
H 1.8164 1.8003 0.0000  0.078
H -1.7047 -1.2028 0.5511  0.121
N 0.3327 -1.0876 0.8039  -0.162
C 0.8328 -2.3860 1.3141  -0.216
H -0.0479 -1.9666 -2.8330  0.001
H 3.0805 1.3489 -1.2886  -0.007
O -0.4785 -2.0752 -3.6942  -0.080
H 0.0396 -3.1423 1.1929  0.118
H -1.1462 0.3648 0.7235  0.090
H -2.2490 4.0291 1.4965  0.051
H 1.6688 -2.8240 0.7575  0.098
H 1.9764 -3.0199 3.0780  0.074
H 1.2026 0.6779 1.9964  0.109
H -1.8630 1.2553 2.7335  0.053
C 1.1853 -2.3109 2.8189  -0.090
H 0.2800 -2.1583 -4.2773  0.017
C 1.0326 1.0165 -0.0706  -0.110
H -4.5860 1.0345 -0.0452  0.039
H 1.0543 0.6803 -1.1218  0.051
H 1.9302 -1.2234 -2.4307  0.035
O 3.5616 1.2158 -2.1075  -0.049
O 0.4725 1.4837 -3.1721  -0.049
O -1.6664 3.4927 0.9440  -0.047
H -1.0205 -1.2773 3.2690  0.080
O -1.2975 0.7155 3.3000  -0.085
C 1.2275 0.0529 1.1133  -0.235
O 1.7877 -2.1675 -2.5475  -0.050
H 1.3954 -1.3117 3.2261  0.074
H -1.1009 3.0704 1.6051  0.029
H 2.2741 -0.3456 0.9447  0.133
O -3.8663 0.4853 0.2766  -0.057
H 2.5344 -2.6887 -2.2394  0.064
H -1.6789 2.0677 -2.7155  0.027
C -1.5297 -0.5609 2.6426  -0.185
H -3.1044 0.6107 -0.2987  -0.007

Properties
* SMILES string: CCN(CC)CCO.O.O.O.O.O.O.O
* 2S+1: 1
* HOMO level: -8.33 eV
* gap between HOMO and LUMO: 8.48 eV

=====

## two
# C6H29NO8

A 9-piece molecular cluster, C6H29NO8 overall (ωB97M-V/def2-TZVPD, OMol25).

Each line ends with the Löwdin charge.
Geometry (Å):
H 0.4435 1.1475 2.6088  0.064
H 1.3045 1.6012 -0.9384  0.091
H -0.1505 2.5681 2.3355  0.075
H -0.0707 -2.0738 -4.1412  0.061
C 1.0696 1.7215 -2.0098  -0.207
H -1.3070 -0.5076 3.4388  0.003
H -0.6753 0.6833 4.0350  0.025
N 0.5110 -1.4476 -1.6658  -0.120
H 1.5431 -3.0895 -2.7950  0.081
H 3.0276 0.5977 -0.4331  -0.017
H -3.1189 -1.3141 1.9268  0.037
O 1.5178 -0.9188 3.3686  -0.072
H 2.4982 -2.1281 -1.7297  0.067
O 3.7251 0.4703 0.2144  -0.077
H -0.1201 -0.5178 -4.8546  0.065
O -4.1598 -0.4747 0.0348  -0.060
C -0.2969 -1.0367 -3.9488  -0.067
C -0.1067 0.8925 -2.3358  -0.158
H -4.2481 0.4529 0.2914  0.020
H 1.6181 -0.4553 -3.0920  0.130
H 2.4972 3.1853 -2.3083  0.051
O 1.2329 -0.1950 0.7398  -0.119
H 1.6422 2.6382 -3.8409  0.052
C 1.5044 -2.5027 -1.8410  -0.125
O -0.9311 -0.2244 4.3027  -0.086
H -1.8205 2.2668 0.4567  0.034
H 0.8205 -0.6982 -0.0253  0.024
H 1.2657 -0.8333 1.4682  0.009
H -2.2948 -2.3836 2.6179  0.081
H 2.1751 -0.7376 4.0435  0.055
O -0.4083 1.6469 2.4648  -0.073
H -4.0130 -0.3993 -0.9126  0.037
H -0.7769 1.1620 -3.1922  0.122
H -2.3287 1.5241 1.5339  0.013
C 1.7708 2.5518 -2.7844  0.021
O -2.6948 1.9851 0.7709  -0.062
H -0.7507 0.7222 -1.4646  0.110
H 3.3463 -0.2544 0.7196  0.010
H -0.4704 -1.6708 -1.6339  0.103
H 0.6024 -0.7465 3.7048  0.001
H -1.3597 -1.0584 -3.5991  0.096
C 0.5713 -0.4289 -2.8333  -0.337
O -2.2097 -1.4887 2.2212  -0.055
H 1.2774 -3.2551 -1.0404  0.097

Properties
* SMILES string: C=CC[C@H](C)NC.O.O.O.O.O.O.O.O
* 2S+1: 1
* HOMO level: -9.14 eV
* gap between HOMO and LUMO: 9.45 eV

=====

Stability, highest: two

=====

## one
# C28H84O14

A 14-piece molecular cluster, C28H84O14 overall (ωB97M-V/def2-TZVPD, OMol25).

Each line ends with the Löwdin charge.
Geometry (Å):
H 0.3523 -1.2714 1.2847  0.093
H 1.9827 -2.4766 3.1999  0.082
H 4.0469 4.5671 -0.1205  0.106
H 2.1823 -2.9511 -3.4719  0.059
H -0.5900 3.4692 -1.2715  0.107
C -5.1443 -2.4542 -0.6131  -0.326
H -2.8560 0.5914 -2.8543  0.093
C 1.2507 -3.0734 3.7440  -0.324
C -1.8140 3.1218 3.5322  -0.319
H -2.5041 1.7764 5.0616  0.075
H -4.7098 3.0919 0.5973  0.063
H 0.3636 5.4332 2.5895  0.118
C -2.3413 4.4448 -2.0914  -0.070
C 2.0907 -4.4517 -5.0687  -0.322
H 2.7529 -0.7351 -3.5327  0.082
H -1.1725 0.7422 0.9125  0.081
C -0.4707 0.4159 0.1450  -0.045
C -1.6711 3.3889 -1.1577  -0.281
H 0.9144 -0.3460 -4.7128  0.074
C 0.9891 5.9071 0.5023  -0.052
H -1.7883 4.1855 3.2958  0.114
H 3.7438 -3.2446 -4.3271  0.080
H -2.3314 2.5898 2.7338  0.090
O -2.1209 3.6406 0.1768  -0.090
H 1.7647 5.5599 -0.1804  0.064
H 1.5196 3.4418 0.9175  0.060
H -4.1204 -1.0240 -3.4829  0.091
H -3.5573 3.1406 4.9345  0.070
H 4.1044 -0.8962 0.1633  0.069
H 1.9643 -3.7762 -5.9148  0.108
H 2.0308 1.2847 4.9600  0.106
C 2.3520 0.7119 2.9524  -0.055
H 0.7354 1.3037 -3.9916  0.077
C 1.8263 0.3857 4.3786  -0.241
C 2.3855 0.2728 -3.3401  -0.270
H 0.0303 5.9651 -0.0129  0.066
H -5.6606 -3.1199 0.0785  0.101
H -4.4800 2.4991 2.1911  0.054
H -3.9440 -1.2913 0.8167  0.065
O -0.4829 2.7548 3.6545  -0.090
H 2.0695 -4.9560 3.0726  0.067
H -0.0361 1.0040 3.9976  0.038
C 1.3991 -6.3942 -1.7053  -0.048
H 2.5012 -6.0451 -6.1906  0.084
H 2.8096 -2.7885 1.0164  0.093
C -3.9035 0.7736 -3.0944  -0.351
H -3.3871 4.4980 -1.7888  0.066
H -0.9207 0.5691 -0.8359  0.060
C 1.1051 -4.4483 3.0875  -0.072
O -6.1536 0.1815 1.6704  -0.099
C -2.5101 2.8474 4.8594  -0.067
H -3.4469 2.4093 -4.3447  0.050
H 2.9571 2.0625 -0.8937  0.047
H 2.9710 0.8758 -4.0342  0.121
C -4.7853 2.1827 1.1937  -0.069
H 1.3823 -5.4840 0.2533  0.095
H -1.3725 3.8539 0.7390  0.041
H 2.1666 -0.1285 2.2835  0.052
H -2.4363 4.1161 -3.1263  0.049
C 5.2832 2.8074 0.4449  -0.067
C -0.0761 -1.0440 0.3085  -0.275
H 3.1061 -4.2964 -3.1025  0.057
H -2.0290 3.2817 5.7358  0.076
H -4.9058 1.7022 -4.8653  0.077
H 0.1009 -1.5186 3.8835  0.019
H 0.1790 -0.1815 -3.1995  0.064
H 4.5371 -1.0845 1.8580  0.066
H 6.2246 3.3531 0.3808  0.070
H 3.9244 -3.2411 -0.2017  0.096
O -0.0125 -2.4429 3.6503  -0.088
H 3.4087 0.9783 2.9736  0.072
H -4.1718 1.5202 -2.3469  0.106
H 0.6367 -4.3761 2.1059  0.058
H 1.6978 1.5115 2.6049  0.052
H 4.5361 3.5515 -1.3692  0.107
H 0.4003 1.0713 0.1532  0.068
H -3.1850 -1.6126 -0.7911  0.055
H -4.9216 -3.0365 -1.5072  0.106
H -3.3226 -2.9379 0.3741  0.066
H 4.2163 -4.6974 1.4862  0.078
H -0.8802 -1.7688 0.1817  0.100
H 4.9816 2.7910 1.4922  0.062
C 0.9816 5.0388 1.7828  -0.311
H -3.3810 0.8214 -5.1838  0.072
H 2.6717 -4.8316 -0.8125  0.087
H -1.9717 5.4697 -2.0610  0.065
C 0.9720 0.2560 -3.8060  -0.100
H 1.1111 -4.7254 -4.6767  0.100
C -6.2186 1.5374 1.2041  -0.261
C -3.7895 -2.0188 0.0199  -0.075
H -0.1006 -4.3689 -1.0391  0.105
H -6.0374 -0.8301 -0.0900  0.038
O 4.5574 -3.8112 1.6273  -0.055
H 1.6189 -3.0400 4.7694  0.113
O 0.7223 -1.3059 -0.8116  -0.108
O -4.6785 -0.3752 -3.0478  -0.052
O 2.9326 2.8426 -0.3349  -0.089
C 1.6304 -5.1484 -0.7537  -0.282
H 1.2475 6.9394 0.7382  0.073
O -5.9395 -1.3505 -0.8907  -0.083
H -6.8580 2.1441 1.8454  0.104
H 1.8702 0.0313 -1.3659  0.035
C 2.8184 -3.6891 -3.9607  -0.081
H -4.0616 1.5118 0.7309  0.063
O 2.9063 -5.5216 -5.4953  -0.072
H -6.6659 1.5004 0.2108  0.109
H 0.4341 -6.8579 -1.5009  0.072
C 4.5837 -1.5632 0.8799  -0.071
O 0.7673 3.7365 1.4359  -0.103
C 4.1535 3.5068 -0.3495  -0.317
C 3.8787 -2.8870 0.8282  -0.359
H 1.4760 -6.1128 -2.7556  0.049
H 0.4641 -5.0223 3.7566  0.075
H 0.9317 -2.2357 -0.9268  0.045
H -0.0813 2.8728 2.7906  0.036
C -3.9256 1.4379 -4.4687  -0.074
O 2.3884 0.6064 -1.9337  -0.103
H 2.1844 -7.1407 -1.5863  0.075
H 5.6339 -1.6966 0.6201  0.083
H -1.9452 2.3955 -1.5127  0.073
O 0.8068 -4.0642 -1.1132  -0.086
H 5.5039 1.7969 0.1011  0.068
O 0.3859 0.1972 4.3018  -0.109
H 2.3331 -0.4258 4.9010  0.108
H 1.9766 5.1080 2.2226  0.115
H -6.0489 0.2391 2.6229  0.090

Properties
* 2S+1: 1
* HOMO level: -9.15 eV
* gap between HOMO and LUMO: 9.46 eV

=====

## two
# C28H84O14

A 14-piece molecular cluster, C28H84O14 overall (ωB97M-V/def2-TZVPD, OMol25).

Each line ends with the Löwdin charge.
Geometry (Å):
H -3.0453 -29.8156 -21.6970  0.097
H 1.8363 -21.2863 -24.6864  0.099
H -4.4710 -22.9886 -23.8772  0.060
H -0.6694 -22.7159 -20.4663  0.093
H -3.1535 -22.6476 -20.0394  0.058
C -4.2221 -22.4817 -22.9395  -0.086
C -2.7983 -22.0000 -22.9669  -0.324
H -6.8472 -24.5429 -26.0731  0.080
H -1.3867 -22.3606 -27.9044  0.079
O -0.7662 -26.8399 -18.9479  -0.118
H -4.2410 -26.4043 -28.3404  0.081
H -3.8987 -24.0635 -19.1789  0.060
H -0.8774 -25.5757 -15.8083  0.075
O -3.8085 -28.7812 -29.6776  -0.082
H -1.3823 -26.1064 -21.1854  0.064
H -5.8130 -25.4222 -20.5699  0.077
C -5.5524 -26.3583 -20.0641  -0.079
H -1.9979 -25.3354 -25.0590  0.052
H -3.5574 -30.6788 -24.1501  0.074
O 1.9050 -25.9985 -18.9291  -0.099
O -2.5673 -23.3899 -16.8071  -0.083
H -0.3870 -26.2261 -26.6898  0.052
H -6.9291 -26.1987 -24.2184  0.114
C -0.6369 -29.1115 -26.0056  -0.070
C -4.0301 -29.8177 -24.6335  -0.088
H 1.3415 -21.7276 -19.4362  0.079
H -2.2741 -21.7343 -17.9627  0.112
C -0.7118 -24.4488 -27.5401  -0.309
H -0.6504 -30.5528 -21.5921  0.075
H 0.3318 -23.5510 -21.6737  0.097
H 0.4589 -29.4896 -27.8364  0.116
H -2.5317 -26.8874 -28.3012  0.053
H 0.9446 -26.1619 -18.8208  0.029
C 0.2607 -22.6608 -21.0311  -0.285
H -2.5553 -23.4871 -27.0944  0.074
H -1.2042 -22.8510 -26.2253  0.070
C 3.2277 -23.7457 -24.9466  -0.072
O -0.8808 -25.4063 -26.5166  -0.111
H -1.3840 -27.3801 -19.4556  0.033
C -3.5338 -27.1361 -27.9506  -0.079
H 3.9719 -23.0208 -25.2795  0.076
H -2.8083 -30.7554 -20.2252  0.115
C -3.8920 -28.5619 -28.2617  -0.312
H -6.3017 -26.1418 -26.5129  0.072
C -0.0236 -28.6611 -27.3071  -0.284
O -6.1758 -28.7974 -25.1526  -0.093
C -2.5178 -29.8325 -20.7384  -0.289
H -5.0721 -24.8883 -26.2402  0.064
H -1.5806 -21.1053 -21.7846  0.044
H -5.8033 -29.7285 -23.3683  0.098
C -2.1888 -25.9912 -21.9135  -0.057
H -2.1775 -25.7522 -17.9199  0.083
H -0.9345 -26.6255 -23.5067  0.113
H -5.9117 -30.8099 -24.7637  0.110
C -6.0096 -25.6608 -24.4496  -0.304
H 3.7789 -25.9722 -21.6899  0.065
H 1.0736 -23.9344 -24.8705  0.104
H -4.9006 -28.8340 -27.9374  0.113
H -0.7240 -24.9396 -23.0945  0.089
O -5.7136 -28.7602 -20.0916  -0.098
H 1.4759 -25.8138 -20.9466  0.096
H -6.1195 -26.3231 -19.1335  0.083
H -2.1589 -23.9137 -19.4449  0.057
C -1.0134 -29.7800 -20.9131  -0.076
C -1.5109 -23.1937 -27.2212  -0.063
O -2.4116 -25.2035 -24.1837  -0.107
H 1.6407 -22.8173 -26.1191  0.106
H 2.4044 -22.4321 -20.6462  0.074
H -5.2380 -27.6755 -21.7677  0.090
H 1.2489 -27.2258 -27.8224  0.095
H 0.2729 -26.7285 -16.4187  0.083
H 1.5631 -23.4167 -19.4189  0.064
C -0.4216 -25.9422 -16.7272  -0.082
O -2.8789 -28.6780 -19.9901  -0.107
H -4.3628 -23.2443 -22.1662  0.059
O -4.8904 -26.4624 -24.0795  -0.127
H -5.7588 -27.9643 -24.8622  0.029
H -4.4848 -26.2577 -19.8563  0.052
H -0.4594 -29.8603 -19.9764  0.081
H -3.1779 -29.2360 -27.7718  0.085
C 1.8286 -23.1838 -25.1086  -0.274
O -2.5570 -21.1669 -21.8421  -0.101
H -3.5779 -28.9140 -24.2245  0.061
C -1.4191 -26.5109 -17.7114  -0.278
C 2.1710 -26.3343 -20.2767  -0.337
H -2.7851 -26.8985 -22.0044  0.066
H -3.9079 -22.0541 -17.6795  0.111
H -1.1057 -28.2808 -25.4759  0.065
C -3.0692 -23.3566 -19.2088  -0.085
H 2.0813 -27.4100 -20.4644  0.108
H 0.1604 -25.1197 -17.1402  0.073
C -2.9688 -22.5761 -17.9035  -0.298
H -3.8086 -29.9026 -25.6976  0.048
H 0.3504 -24.1961 -27.6107  0.101
O 1.6551 -22.0861 -24.1832  -0.093
C -6.0432 -25.2622 -25.9160  -0.073
H -1.0948 -24.8256 -28.4945  0.110
H -4.0548 -25.9464 -24.1170  0.052
H -1.3813 -29.8798 -26.2234  0.068
C -1.4850 -25.7191 -23.2307  -0.286
O 0.1979 -21.5203 -21.8876  -0.106
H -3.8398 -28.5544 -19.9591  0.042
H 3.4437 -23.9714 -23.9009  0.071
C 1.4640 -22.5782 -20.1162  -0.067
H -6.9392 -27.4874 -21.2160  0.119
C -5.8970 -27.5728 -20.9020  -0.277
H 0.0783 -29.5572 -25.3147  0.085
C -5.5451 -29.8400 -24.4272  -0.301
H 4.3296 -26.4140 -19.9938  0.074
H 0.7963 -21.6552 -22.6428  0.050
H -0.7263 -28.2707 -28.0504  0.100
H -3.3449 -23.8442 -16.4704  0.084
H -6.4199 -29.3739 -20.3071  0.090
H -3.5277 -27.0104 -26.8639  0.070
H -3.9602 -29.7105 -29.8626  0.076
H -5.9577 -24.7576 -23.8321  0.096
O 0.9237 -27.6131 -27.0014  -0.096
H -2.7981 -25.1587 -21.5596  0.068
H -4.9403 -21.6764 -22.7938  0.082
H -2.6770 -21.4296 -23.9036  0.113
H 3.3767 -24.6895 -25.4760  0.075
C 3.5886 -25.9113 -20.6191  -0.090
H -2.0807 -22.8280 -22.9585  0.094
H -1.9020 -27.4030 -17.3081  0.118
H -0.7281 -28.7988 -21.3041  0.063
H 3.7750 -24.8687 -20.3319  0.065

Properties
* 2S+1: 1
* HOMO level: -9.39 eV
* gap between HOMO and LUMO: 9.63 eV

=====

Stability, highest: two